Record 1
C37H43Cl3N2OPS2SiTl as an isolated structure in a non-equilibrium geometry, computed with ωB97M-V/def2-TZVPD.

Computed properties:
* lowest unoccupied orbital energy: 0.06 eV
* total charge: 0
* 2S+1: 1
* max |F|: 0.0613 Eh/bohr
* frontier orbital gap: 6.400 eV
* E_HOMO: -6.338 eV

Geometry as XYZ:
```
91
C37H43Cl3N2OPS2SiTl, DFT ωB97M-V/def2-TZVPD
Tl 0.22 0.49 1.11
C -0.27 -1.54 5.28
C 0.20 -2.81 4.56
C -0.98 -3.76 4.17
C 1.12 -2.57 3.35
C 2.02 -1.48 3.36
C 2.98 -1.33 2.34
C 2.93 -2.13 1.19
C 3.93 -1.90 0.06
C 2.00 -3.19 1.16
C 1.12 -3.39 2.22
H -1.19 -1.70 5.87
H -0.49 -0.76 4.56
H 0.48 -1.18 5.97
H 0.85 -3.37 5.29
H -1.49 -3.35 3.30
H -1.70 -3.83 4.99
H -0.66 -4.77 3.95
H 2.04 -0.75 4.19
H 3.72 -0.54 2.41
H 4.74 -2.60 0.16
H 4.28 -0.89 0.11
H 3.46 -2.07 -0.92
H 1.93 -3.86 0.28
H 0.45 -4.23 2.17
C -3.87 0.43 4.05
C -3.44 1.02 2.72
C -4.24 2.28 2.32
C -3.43 -0.06 1.64
C -4.80 -0.55 1.13
O -4.63 -0.50 -0.27
C -3.35 0.01 -0.59
N -2.64 0.29 0.44
C -3.14 0.20 -2.02
C -4.32 0.46 -2.75
C -4.31 0.79 -4.09
C -3.12 0.66 -4.81
C -1.92 0.43 -4.11
C -1.90 0.26 -2.71
P -0.22 0.12 -2.02
C 0.27 -1.48 -2.71
C 0.97 -1.72 -3.91
C 1.22 -3.04 -4.30
C 0.83 -4.14 -3.54
C 0.08 -3.90 -2.36
C -0.14 -2.60 -1.95
C 0.83 1.27 -2.99
C 0.36 2.44 -3.64
C 1.23 3.25 -4.36
C 2.60 2.98 -4.40
C 3.08 1.83 -3.76
C 2.22 1.02 -3.00
H -3.66 1.09 4.86
H -3.32 -0.49 4.26
H -4.92 0.15 4.01
H -2.38 1.32 2.73
H -5.32 2.18 2.29
H -3.94 2.59 1.29
H -4.02 3.07 3.06
H -2.88 -0.95 2.04
H -5.60 0.13 1.39
H -5.01 -1.57 1.44
H -5.24 0.40 -2.18
H -5.21 1.14 -4.59
H -3.09 0.75 -5.89
H -1.00 0.30 -4.70
H 1.27 -0.91 -4.61
H 1.72 -3.24 -5.27
H 1.15 -5.15 -3.80
H -0.33 -4.71 -1.77
H -0.65 -2.44 -0.99
H -0.69 2.69 -3.53
H 0.79 4.11 -4.89
H 3.29 3.65 -4.92
H 4.14 1.55 -3.83
H 2.62 0.10 -2.48
S 2.47 2.00 2.82
C 3.63 2.37 1.66
N 3.54 3.46 0.83
C 4.68 3.80 0.02
C 5.61 2.60 0.05
S 5.15 1.50 1.39
H 2.71 4.06 0.89
H 5.14 4.70 0.45
H 4.35 4.02 -1.02
H 6.68 2.85 0.22
H 5.51 2.03 -0.88
Cl -2.32 3.70 -0.94
Si -0.58 3.62 0.18
Cl 0.67 4.97 -0.87
Cl -0.88 4.31 2.10
```

In the Mulliken picture, each atom carries the following charge in e: atom 1 (Tl): 0.7170, atom 2 (C): -1.4749, atom 3 (C): 1.1179, atom 4 (C): -1.6954, atom 5 (C): 0.2412, atom 6 (C): -0.6706, atom 7 (C): -0.7418, atom 8 (C): 1.1603, atom 9 (C): -1.3103, atom 10 (C): -0.6290, atom 11 (C): -0.4154, atom 12 (H): 0.4339, atom 13 (H): 0.3076, atom 14 (H): 0.3540, atom 15 (H): 0.2080, atom 16 (H): 0.3562, atom 17 (H): 0.4405, atom 18 (H): 0.3773, atom 19 (H): 0.2697, atom 20 (H): 0.4634, atom 21 (H): 0.3965, atom 22 (H): 0.0449, atom 23 (H): 0.2315, atom 24 (H): 0.3581, atom 25 (H): 0.2907, atom 26 (C): -1.6102, atom 27 (C): 1.3558, atom 28 (C): -1.4644, atom 29 (C): 0.0355, atom 30 (C): -0.4734, atom 31 (O): -0.5146, atom 32 (C): -0.0874, atom 33 (N): 0.0136, atom 34 (C): 0.1983, atom 35 (C): -1.0559, atom 36 (C): -0.8750, atom 37 (C): -0.7771, atom 38 (C): -0.5548, atom 39 (C): 1.1259, atom 40 (P): 0.4808, atom 41 (C): 0.7079, atom 42 (C): -0.0147, atom 43 (C): -0.6679, atom 44 (C): -0.5827, atom 45 (C): -0.5350, atom 46 (C): -0.5880, atom 47 (C): 0.6314, atom 48 (C): -0.3813, atom 49 (C): -0.6323, atom 50 (C): -0.5220, atom 51 (C): -0.7402, atom 52 (C): -0.6596, atom 53 (H): 0.4459, atom 54 (H): 0.3136, atom 55 (H): 0.3315, atom 56 (H): -0.0839, atom 57 (H): 0.3713, atom 58 (H): 0.2311, atom 59 (H): 0.3696, atom 60 (H): -0.1173, atom 61 (H): 0.3593, atom 62 (H): 0.2243, atom 63 (H): 0.5173, atom 64 (H): 0.4027, atom 65 (H): 0.4337, atom 66 (H): 0.2875, atom 67 (H): 0.3004, atom 68 (H): 0.3451, atom 69 (H): 0.3815, atom 70 (H): 0.4383, atom 71 (H): 0.2732, atom 72 (H): 0.4981, atom 73 (H): 0.3591, atom 74 (H): 0.3813, atom 75 (H): 0.4436, atom 76 (H): 0.3446, atom 77 (S): -0.1261, atom 78 (C): 0.1445, atom 79 (N): -0.0843, atom 80 (C): -0.6301, atom 81 (C): -0.2832, atom 82 (S): -0.1423, atom 83 (H): 0.1779, atom 84 (H): 0.3340, atom 85 (H): 0.2497, atom 86 (H): 0.3712, atom 87 (H): 0.1766, atom 88 (Cl): -0.2849, atom 89 (Si): 0.2509, atom 90 (Cl): -0.3615, atom 91 (Cl): -0.2881

=====

Record 2
C37H43InO3P as an isolated structure, computed with ωB97M-V/def2-TZVPD.

Computed properties:
* lowest unoccupied orbital energy: 2.34 eV
* total charge: -1
* 2S+1: 1
* max |F|: 0.0117 Eh/bohr
* frontier orbital gap: 7.545 eV
* E_HOMO: -5.205 eV

Geometry as XYZ:
```
85
C37H43InO3P, DFT ωB97M-V/def2-TZVPD
C -1.33 1.47 1.83
In -0.40 0.25 0.23
P 0.47 -1.85 1.41
O 0.57 -3.12 0.65
O -0.36 -2.16 2.81
O 1.96 -1.47 2.03
H -0.56 1.78 2.55
H -2.09 0.90 2.37
H -1.78 2.37 1.41
H 0.98 1.12 -0.45
H -1.57 -0.12 -1.02
H -0.03 -1.61 3.54
H 1.97 -0.55 2.31
C 2.48 3.50 3.77
C 2.71 2.26 3.18
C 3.31 2.19 1.93
C 3.69 3.36 1.28
C 3.46 4.59 1.87
C 2.86 4.66 3.12
H 2.01 3.55 4.75
H 2.41 1.36 3.69
H 3.46 1.23 1.45
H 4.15 3.30 0.30
H 3.76 5.50 1.36
H 2.68 5.63 3.58
C -4.10 -2.07 -5.11
C -3.18 -2.67 -4.26
C -3.23 -2.44 -2.90
C -4.20 -1.59 -2.37
C -5.11 -0.98 -3.22
C -5.07 -1.22 -4.59
H -4.05 -2.25 -6.18
H -2.42 -3.34 -4.66
H -2.51 -2.90 -2.23
H -4.22 -1.40 -1.31
H -5.86 -0.32 -2.81
H -5.78 -0.74 -5.25
C 0.66 -6.66 -5.43
C 1.08 -6.77 -6.75
C 1.19 -5.63 -7.54
C 0.88 -4.39 -7.00
C 0.46 -4.28 -5.68
C 0.35 -5.42 -4.90
H 0.57 -7.55 -4.82
H 1.32 -7.74 -7.16
H 1.52 -5.71 -8.57
H 0.97 -3.50 -7.61
H 0.23 -3.31 -5.27
H 0.03 -5.33 -3.87
C -6.24 -3.66 2.50
C -4.94 -3.20 2.38
C -4.15 -3.62 1.32
C -4.67 -4.49 0.37
C -5.97 -4.95 0.49
C -6.76 -4.54 1.56
H -6.85 -3.33 3.33
H -4.53 -2.51 3.11
H -3.13 -3.26 1.22
H -4.05 -4.81 -0.46
H -6.38 -5.63 -0.25
H -7.78 -4.89 1.65
C 0.58 6.91 5.65
C 1.48 6.28 6.50
C 1.42 6.51 7.87
C 0.47 7.37 8.39
C -0.43 8.01 7.54
C -0.37 7.77 6.17
H 0.62 6.73 4.58
H 2.22 5.60 6.10
H 2.12 6.02 8.53
H 0.42 7.55 9.45
H -1.18 8.68 7.94
H -1.08 8.26 5.50
C 5.18 2.36 -3.20
C 6.27 1.61 -3.62
C 6.49 0.35 -3.08
C 5.63 -0.16 -2.12
C 4.54 0.60 -1.69
C 4.32 1.86 -2.23
H 5.00 3.34 -3.62
H 6.94 2.00 -4.38
H 7.33 -0.24 -3.42
H 5.79 -1.14 -1.70
H 3.86 0.21 -0.95
H 3.46 2.43 -1.91
```

In the Mulliken picture, each atom carries the following charge in e: atom 1 (C): -1.1109, atom 2 (In): 0.8190, atom 3 (P): 0.5207, atom 4 (O): -0.6584, atom 5 (O): -0.4750, atom 6 (O): -0.5649, atom 7 (H): 0.1611, atom 8 (H): 0.2472, atom 9 (H): 0.2967, atom 10 (H): -0.3381, atom 11 (H): -0.3933, atom 12 (H): 0.2750, atom 13 (H): 0.2268, atom 14 (C): -0.2513, atom 15 (C): -0.6862, atom 16 (C): -0.1556, atom 17 (C): -0.1970, atom 18 (C): -0.6998, atom 19 (C): 0.0500, atom 20 (H): 0.3046, atom 21 (H): 0.3730, atom 22 (H): 0.2709, atom 23 (H): 0.4188, atom 24 (H): 0.3721, atom 25 (H): 0.2173, atom 26 (C): -0.4272, atom 27 (C): -0.2676, atom 28 (C): -0.4865, atom 29 (C): -0.3353, atom 30 (C): -0.5192, atom 31 (C): -0.2964, atom 32 (H): 0.3699, atom 33 (H): 0.3770, atom 34 (H): 0.4843, atom 35 (H): 0.4028, atom 36 (H): 0.3437, atom 37 (H): 0.3396, atom 38 (C): -0.3803, atom 39 (C): -0.3417, atom 40 (C): -0.3233, atom 41 (C): -0.4227, atom 42 (C): -0.3901, atom 43 (C): -0.4258, atom 44 (H): 0.3512, atom 45 (H): 0.3464, atom 46 (H): 0.3486, atom 47 (H): 0.3548, atom 48 (H): 0.4736, atom 49 (H): 0.4151, atom 50 (C): -0.3096, atom 51 (C): -0.5007, atom 52 (C): -0.3869, atom 53 (C): -0.4588, atom 54 (C): -0.3803, atom 55 (C): -0.3976, atom 56 (H): 0.3492, atom 57 (H): 0.3793, atom 58 (H): 0.6032, atom 59 (H): 0.3848, atom 60 (H): 0.3552, atom 61 (H): 0.3487, atom 62 (C): -0.2089, atom 63 (C): -0.0150, atom 64 (C): -0.5740, atom 65 (C): -0.3131, atom 66 (C): -0.3904, atom 67 (C): -0.4793, atom 68 (H): 0.3239, atom 69 (H): 0.2477, atom 70 (H): 0.3561, atom 71 (H): 0.3512, atom 72 (H): 0.3483, atom 73 (H): 0.3547, atom 74 (C): -0.4107, atom 75 (C): -0.3734, atom 76 (C): -0.3112, atom 77 (C): -0.5534, atom 78 (C): -0.3153, atom 79 (C): -0.3917, atom 80 (H): 0.3496, atom 81 (H): 0.3492, atom 82 (H): 0.3478, atom 83 (H): 0.3816, atom 84 (H): 0.4379, atom 85 (H): 0.4883